1.
C8H27BrN9O5 | ωB97M-V/def2-TZVPD

Values from the calculation:
Highest occupied orbital energy: -6.32 eV
Relative energy (zero: lowest compared OMol25 entry of this formula, charge and spin): 15.5 kcal per mole
Lowest unoccupied orbital energy: 2.6 eV
Charge: -1

Structure (XYZ):
```
50
Properties=species:S:1:pos:R:3:forces:R:3
Br -19.8802 -20.0363 0.9299 0.0 0.3 0.0
C -20.0503 -23.2022 -1.6165 0.0 -0.6 0.1
C -18.5790 -23.5386 -1.3241 0.0 -0.5 1.3
C -17.7175 -22.9809 -2.4474 0.4 1.7 1.3
O -16.3455 -23.1371 -2.1169 0.0 -0.6 -0.8
C -15.4791 -22.7405 -3.1604 0.1 0.2 0.3
N -18.1176 -23.0553 -0.0051 -0.6 1.4 0.2
H -20.6811 -24.0705 -1.4092 0.0 -0.1 -0.4
H -20.1321 -22.8726 -2.6537 -0.5 -0.1 0.0
H -20.4626 -22.4407 -0.9549 0.4 0.3 -0.1
H -18.4038 -24.6075 -1.1704 -0.2 -0.2 -0.9
H -17.8787 -21.8877 -2.4385 -0.3 0.0 0.0
H -18.0324 -23.2508 -3.4611 0.3 -0.8 0.1
H -16.0189 -22.1974 -3.9399 0.0 -0.3 -0.3
H -14.9395 -23.6139 -3.5324 -0.2 0.0 -0.4
H -14.7192 -22.0382 -2.8033 -0.1 0.0 0.3
H -18.6166 -22.1792 0.1966 0.7 0.1 -0.3
H -18.4633 -23.5956 0.7842 0.1 -0.8 -0.4
C -17.3855 -16.8098 2.2607 1.4 -0.8 -0.7
O -16.4220 -16.1609 2.6641 -0.9 0.3 -0.3
N -17.7770 -17.9696 2.8771 -0.3 0.9 0.0
N -18.0566 -16.5924 1.0722 -0.6 0.0 0.3
H -18.4013 -18.5918 2.3910 0.0 -0.4 0.2
H -17.1816 -18.2725 3.6235 -0.1 -0.2 0.0
H -17.7720 -15.9568 0.3542 0.5 0.3 0.4
H -18.7324 -17.2776 0.7765 0.0 -0.1 0.1
C -22.5982 -18.4079 -1.7119 0.1 0.9 -1.4
O -23.3516 -18.2223 -2.6723 0.3 0.0 0.7
N -21.4103 -17.7416 -1.5677 -0.2 -0.7 0.8
N -22.8847 -19.2508 -0.6951 -0.8 -0.4 0.3
H -20.8887 -17.9843 -0.7396 0.4 0.2 -0.2
H -21.0781 -17.0699 -2.2259 -0.1 0.0 -0.2
H -22.1930 -19.6940 -0.1061 0.2 0.2 0.0
H -23.8063 -19.6481 -0.7595 0.2 -0.2 0.0
C -21.2497 -24.2015 2.2740 1.3 0.8 0.0
O -20.1333 -24.6668 2.4840 -0.6 -0.2 -0.2
N -21.4507 -22.8966 1.8993 -0.2 -0.3 -0.2
N -22.4127 -24.9042 2.4322 0.0 0.0 0.0
H -22.4038 -22.5974 1.8333 0.0 0.4 -0.1
H -20.7479 -22.2440 1.5331 -0.1 -0.6 0.4
H -22.3907 -25.8376 2.7932 0.1 0.0 0.0
H -23.2785 -24.4372 2.2644 -0.3 -0.2 0.0
C -23.0869 -19.7579 3.7516 -1.5 0.3 1.5
O -24.1382 -19.4754 4.3445 0.5 -0.4 -0.7
N -22.3457 -20.8703 4.0732 0.3 1.1 -0.9
N -22.5603 -18.9966 2.7674 0.8 -0.5 0.0
H -22.6714 -21.5457 4.7295 0.0 0.0 0.2
H -21.4348 -20.8955 3.6459 0.1 -0.8 0.2
H -21.6126 -19.2067 2.4682 -0.3 0.3 -0.5
H -23.0557 -18.2162 2.3877 -0.1 0.1 0.2
```
Positions in Å, forces in eV/Å.

Results of the Mulliken charge analysis, in e, for atoms 1 through 2: number 1, Br, carries -0.96; number 2, C, carries -0.85

2.
C24H45FeNO3P2 | ωB97M-V/def2-TZVPD

Values from the calculation:
Highest occupied orbital energy (alpha / beta): -10.82 / -10.82 eV
Spin multiplicity: 6
Lowest unoccupied orbital energy (alpha / beta): -2.3 / -5.4 eV
Charge: +1

Structure (XYZ):
```
76
Properties=species:S:1:pos:R:3:forces:R:3
Fe 0.1484 0.6324 0.2109 0.0 -0.7 0.8
C 2.2547 1.3197 -0.2350 -0.4 0.7 -0.6
C 1.6159 0.8965 -1.4592 0.0 1.1 0.7
C 0.4680 2.7355 -0.6225 0.0 -0.4 -1.2
C 1.5800 2.4954 0.2334 0.6 -0.7 -0.4
C 0.5025 1.7731 -1.6968 0.8 1.0 0.5
C 3.5243 0.7672 0.2874 0.6 -0.3 0.2
H 3.6345 -0.3002 0.0403 0.0 0.3 0.1
H 3.5974 0.8770 1.3779 0.1 0.0 -0.3
H 4.3797 1.2959 -0.1672 -0.2 -0.2 0.2
C 2.0115 3.4545 1.2672 0.1 0.2 0.8
H 2.8274 3.0798 1.8884 0.0 0.0 -0.2
H 1.1970 3.7103 1.9538 0.0 0.0 0.0
H 2.3354 4.4005 0.8069 -0.1 -0.3 0.0
C -0.4296 3.9104 -0.4922 -0.5 0.2 0.1
H -0.0164 4.7863 -1.0174 -0.1 -0.3 0.1
H -0.5508 4.1933 0.5625 -0.1 0.0 -0.2
H -1.4260 3.7065 -0.9115 0.3 0.1 0.1
C -0.2541 1.8639 -2.9653 -0.6 -0.1 -0.4
H 0.2834 2.4672 -3.7236 -0.1 -0.3 0.4
H -1.2322 2.3366 -2.8028 0.4 -0.1 -0.2
H -0.4183 0.8602 -3.3776 -0.1 0.3 -0.1
C 2.1712 -0.0750 -2.4177 0.2 -0.6 -0.2
H 3.0241 0.3518 -2.9722 -0.3 0.0 0.2
H 1.4090 -0.3859 -3.1317 0.3 0.1 0.1
H 2.5167 -0.9750 -1.8986 0.1 0.2 -0.2
C -0.1835 -2.9367 -0.1283 0.6 0.1 0.1
C 1.0307 -2.7214 -0.6619 -0.3 0.0 0.5
C 1.5628 -3.4762 -1.8453 0.5 -0.2 -0.1
C 0.9548 -3.1717 -3.2506 0.2 0.1 -0.4
C -0.2017 -2.2055 -3.3190 -0.6 -0.1 -0.2
C -1.4008 -2.4427 -2.7709 0.3 0.1 -0.3
C -1.7374 -3.7358 -2.0776 -0.4 -0.1 0.0
C -1.1435 -3.9633 -0.6546 -0.5 -0.2 0.3
H 1.4776 -4.5589 -1.6467 0.0 0.4 0.0
H 0.6628 -4.1323 -3.7094 0.0 0.4 0.1
H 2.6451 -3.2661 -1.9008 -0.4 -0.2 0.0
H -0.6629 -4.9568 -0.6275 -0.1 0.4 0.0
H -0.5099 -2.4609 0.8066 0.4 0.1 -0.3
H 1.7727 -2.0664 -0.1815 -0.6 -0.1 0.0
H -1.9864 -4.0161 0.0537 0.3 -0.1 -0.2
H -2.8370 -3.7791 -1.9941 0.5 -0.2 -0.1
H -2.2377 -1.7458 -2.9004 0.5 -0.1 -0.1
H -1.4352 -4.5839 -2.7151 -0.1 0.3 0.1
H 1.7595 -2.7618 -3.8840 -0.3 -0.3 0.2
H -0.0466 -1.3306 -3.9661 -0.3 -0.3 0.4
P 0.8059 -0.2186 2.4886 0.3 -0.2 1.4
C 1.5921 0.9704 3.6238 0.2 0.4 -0.1
H 1.8315 0.4619 4.5720 -0.1 0.1 -0.4
H 0.9144 1.8205 3.8331 0.1 -0.3 -0.1
H 2.5142 1.3771 3.1935 -0.1 -0.1 0.2
C -0.5053 -0.8145 3.6046 -0.4 0.0 -0.4
H -0.0449 -1.0903 4.5649 -0.1 0.1 -0.3
H -0.9990 -1.6862 3.1625 0.0 0.0 0.2
H -1.2305 -0.0081 3.7626 0.1 -0.1 0.1
C 1.9509 -1.6461 2.5622 0.1 0.0 -0.5
H 1.4721 -2.5172 2.1026 0.1 0.1 0.2
H 2.2094 -1.8470 3.6114 -0.1 0.1 -0.3
H 2.8569 -1.4262 1.9883 0.0 -0.1 0.2
P -2.2461 0.6369 0.1910 -2.3 0.2 -0.2
C -3.0232 0.8526 -1.4548 0.3 0.1 -0.4
H -4.0459 0.4476 -1.4409 0.3 0.2 0.1
H -2.4387 0.3009 -2.1982 -0.2 0.1 0.0
H -3.0488 1.9113 -1.7412 -0.1 -0.3 0.1
C -3.0662 -0.9288 0.6309 0.4 -0.4 0.3
H -2.9054 -1.6727 -0.1583 -0.1 0.1 0.1
H -4.1398 -0.7337 0.7684 0.4 -0.1 -0.1
H -2.6423 -1.3195 1.5590 -0.2 0.0 0.0
C -3.2044 1.8354 1.1857 0.3 0.2 0.1
H -4.2277 1.8882 0.7855 0.3 -0.2 0.1
H -2.7585 2.8346 1.1674 -0.1 -0.1 0.0
H -3.2063 1.5645 2.2486 0.0 0.0 -0.3
O -0.0660 3.5678 3.8216 -1.5 -0.5 -0.4
N -1.2719 3.2846 3.5083 0.3 0.8 -0.2
O -1.9497 4.1286 2.8502 0.8 -1.4 0.8
O -1.7638 2.1602 3.8425 0.6 1.1 -0.5
```
Positions in Å, forces in eV/Å.

Results of the Mulliken charge analysis, in e, for atoms 1 through 2: number 1, Fe, carries -0.58; number 2, C, carries -0.05

3.
C14H37BrMnN3O4 | ωB97M-V/def2-TZVPD

Values from the calculation:
Highest occupied orbital energy (alpha / beta): -2.69 / -8.90 eV
Spin multiplicity: 7
Lowest unoccupied orbital energy (alpha / beta): 0.6 / 0.5 eV

Structure (XYZ):
```
60
Properties=species:S:1:pos:R:3:forces:R:3
Mn 0.7393 0.0569 0.5010 0.2 -0.1 0.3
Br 0.4322 1.4800 2.5350 0.0 0.1 0.3
C -2.9742 -0.1089 0.9627 -1.3 0.2 0.8
C -2.1411 -1.3327 1.3231 -0.7 2.2 1.4
C -3.0708 -2.5503 1.2978 0.2 -0.1 -1.4
O -4.3115 -2.2608 1.8959 0.4 0.9 0.7
C -5.2833 -3.1711 1.5359 -0.8 -1.6 -0.3
N -0.9538 -1.3286 0.4205 -2.2 -1.9 0.5
H -2.4336 0.8331 0.8708 0.2 -0.3 -0.1
H -3.7354 0.0342 1.7297 0.3 0.2 0.5
H -3.6717 -0.2706 0.1408 0.6 -0.1 -0.8
H -1.7734 -1.1586 2.3344 0.1 -0.2 0.1
H -2.6313 -3.4843 1.6478 0.2 0.0 0.7
H -3.2510 -2.7623 0.2439 -0.1 0.0 -0.5
H -6.2598 -3.0885 2.0129 0.3 0.9 0.6
H -4.9659 -4.1801 1.7991 0.2 -0.4 -0.1
H -5.5311 -3.1618 0.4744 0.4 0.1 -0.4
H -0.8200 -2.3296 0.4176 1.6 -0.7 -0.2
H -1.4656 -1.2986 -0.4498 0.4 0.6 -1.4
C 1.3850 3.4135 -1.4992 -0.2 1.0 0.7
C 0.0911 2.9726 -0.8324 -0.8 -0.5 0.1
C -1.1096 3.3827 -1.6747 -1.0 1.8 -1.6
O -2.3706 2.7387 -1.4040 -0.6 -0.3 0.9
C -3.5238 3.0230 -2.2705 1.8 0.2 -0.7
N -0.0256 1.5072 -0.8144 -0.4 0.6 -0.7
H 1.4477 3.0313 -2.5181 0.1 0.0 0.0
H 2.2856 3.1893 -0.9276 -0.2 -0.6 0.1
H 1.4109 4.5031 -1.5145 -0.2 0.2 -0.4
H -0.0983 3.3334 0.1785 0.6 0.0 0.1
H -0.8447 3.1995 -2.7160 0.0 -0.2 -0.4
H -1.2314 4.4625 -1.5883 -0.1 0.3 0.0
H -3.2096 2.7143 -3.2676 -0.1 0.3 -0.3
H -3.7965 4.0783 -2.2792 0.3 0.2 0.1
H -4.4525 2.4786 -2.0998 0.6 -0.5 1.0
H 0.0871 1.2733 -1.7904 0.7 -0.7 -0.8
H -1.0345 1.5040 -0.8602 -0.9 -1.3 0.9
C 2.2997 -1.4822 2.7668 0.9 -0.2 2.8
O 1.8181 -1.5841 1.4994 -0.4 -1.5 -2.0
C 2.5153 -2.5299 0.6750 1.2 0.6 -0.7
C 2.0615 -2.4348 -0.8029 -1.3 0.5 -0.1
N 1.5995 -1.1051 -1.3180 1.8 -0.3 3.1
C 2.7104 -0.3559 -1.8247 1.1 0.8 -1.7
C 3.6884 0.3702 -0.9070 -1.0 -1.4 1.0
O 2.9972 0.6339 0.3325 1.7 0.4 -0.7
C 3.9705 1.1261 1.2375 -0.4 0.2 1.5
H 2.5395 -2.4438 3.2207 -0.4 -0.5 -0.1
H 1.5736 -0.9727 3.4002 0.0 0.0 -0.2
H 3.2531 -0.9651 2.8750 0.1 0.5 -0.5
H 2.5209 -3.5697 1.0021 -1.4 -0.3 0.3
H 3.5914 -2.4299 0.8169 0.4 1.2 -0.3
H 1.1854 -3.0791 -0.8769 -0.2 -0.2 -0.2
H 2.7951 -2.7881 -1.5276 0.3 -0.4 0.4
H 0.8566 -1.1845 -1.9977 -0.8 -0.3 -0.9
H 2.3768 0.4048 -2.5304 -0.6 -0.1 -0.2
H 3.3590 -1.0232 -2.3924 0.0 -0.1 -0.5
H 4.1408 1.2403 -1.3829 -0.5 0.5 0.1
H 4.5441 -0.2722 -0.6995 0.0 -0.2 0.3
H 4.3763 2.0759 0.8894 0.0 0.0 0.1
H 4.7773 0.4392 1.4930 0.3 -0.5 -1.0
H 3.5416 1.2072 2.2363 -0.6 0.7 -0.3
```
Positions in Å, forces in eV/Å.

Results of the Mulliken charge analysis, in e, for atoms 1 through 2: number 1, Mn, carries -1.39; number 2, Br, carries -0.67

Summary of E in Ha
-3764.30901; -3167.94427; -4745.71663
(order as listed above)
Summary of F_max in eV Å⁻¹
2.15; 2.28; 3.56
(order as listed above)